[1]
{"formula": "C5H2N2O", "method": "wB97M-V/def2-TZVPD", "symbols": ["H", "N", "N", "C", "C", "O", "H", "C", "C", "C"], "xyz": [[0.19, -2.10, 0.31], [1.86, 1.91, 0.29], [-2.19, 2.40, -0.13], [-1.39, 1.28, -0.10], [1.70, 0.70, -0.13], [-2.34, -0.86, 0.17], [2.07, -1.38, -0.18], [-1.27, -0.27, 0.03], [0.05, -1.03, -0.08], [1.31, -0.65, -0.18]], "gap_ev": 9.00, "homo_energy_ev": -11.1, "lumo_energy_ev": -2.1, "de_lowest_kj_mol": 377.21, "smiles": "N#C/C=C\\C(=O)C#N"}


[2]
{"formula": "C16H24MgN2O5S", "method": "wB97M-V/def2-TZVPD", "symbols": ["H", "C", "C", "C", "S", "O", "C", "C", "C", "H", "H", "C", "H", "H", "C", "Mg", "H", "H", "H", "O", "H", "O", "H", "N", "H", "H", "H", "C", "H", "C", "O", "C", "H", "H", "C", "H", "C", "H", "H", "C", "C", "H", "N", "H", "C", "H", "H", "H", "O"], "xyz": [[-3.90, 3.62, -1.79], [-3.38, 2.70, -2.05], [-0.82, -3.74, 0.68], [3.07, -1.84, 4.60], [-2.24, -0.65, -0.17], [-3.53, -1.18, 0.19], [2.35, -1.51, 3.38], [1.81, 1.54, 0.63], [-3.15, 1.75, -1.08], [3.35, -0.38, -0.16], [2.07, 2.24, -0.17], [2.03, -1.53, -1.43], [-1.98, 1.16, -4.71], [-0.21, 2.21, 0.92], [-2.07, 0.36, -2.72], [0.07, -1.11, 0.96], [-2.85, 3.25, -5.39], [2.83, -1.89, -2.08], [-2.77, 4.51, -4.15], [-0.32, -2.92, 1.55], [-1.56, -0.56, -2.97], [1.41, 0.31, 0.02], [3.25, 0.17, 5.39], [-1.16, -1.65, -0.69], [1.00, 3.05, 1.90], [1.85, -2.30, -0.68], [-2.50, -3.30, -0.57], [3.89, -0.68, 5.15], [4.64, -0.35, 4.44], [-3.24, 3.56, -4.42], [-0.83, -4.95, 0.75], [0.70, 2.08, 1.49], [2.72, 1.35, 1.22], [4.40, -0.99, 6.06], [-1.43, -3.09, -0.59], [-4.31, 3.74, -4.52], [-2.49, 0.57, -1.43], [-3.48, 1.91, -0.06], [-1.01, -3.59, -1.46], [2.47, -0.23, -0.79], [-2.97, 2.51, -3.37], [2.72, 0.52, -1.55], [1.77, -1.28, 2.42], [3.70, -2.70, 4.37], [-2.31, 1.33, -3.69], [2.32, -2.19, 5.32], [0.48, 1.42, 2.33], [1.12, -1.40, -2.01], [-1.55, 0.12, 0.92]], "gap_ev": 8.02, "homo_energy_ev": -8.0, "lumo_energy_ev": 0.0}


[3]
{"formula": "C7H8N3", "method": "wB97M-V/def2-TZVPD", "symbols": ["C", "C", "C", "C", "N", "H", "H", "C", "C", "N", "H", "H", "H", "H", "C", "H", "N", "H"], "xyz": [[0.67, 1.53, 0.33], [-0.51, 0.77, 0.38], [-2.63, -0.73, -0.26], [-1.76, 1.32, 0.02], [-0.56, -0.59, 0.59], [0.31, -1.09, 0.70], [-1.83, 2.33, 0.00], [1.92, -0.40, -0.48], [1.86, 0.95, -0.05], [-2.77, 0.57, -0.39], [-3.45, -1.31, -0.56], [2.21, -0.66, -1.56], [0.70, 2.65, 0.48], [1.51, -2.50, -0.46], [1.59, -1.51, 0.14], [2.68, 1.50, -0.33], [-1.59, -1.32, 0.26], [1.66, -1.50, 1.17]], "gap_ev": 8.50, "homo_energy_ev": -14.2, "lumo_energy_ev": -5.7, "de_lowest_kj_mol": 287.51, "smiles": "C=C/C=C\\c1cncn[nH+]1", "charge": 1}


[4]
{"formula": "C28H39N2O7P2S", "method": "wB97M-V/def2-TZVPD", "symbols": ["C", "C", "O", "H", "H", "H", "H", "H", "C", "H", "C", "H", "C", "C", "C", "C", "C", "C", "C", "H", "C", "P", "H", "S", "C", "O", "H", "H", "H", "O", "H", "H", "O", "H", "C", "H", "H", "C", "C", "O", "C", "H", "H", "H", "N", "H", "H", "C", "H", "H", "H", "H", "H", "H", "C", "P", "C", "H", "H", "H", "C", "H", "N", "C", "C", "O", "C", "O", "H", "C", "H", "H", "H", "H", "H", "C", "C", "C", "H"], "xyz": [[4.79, 1.71, -2.86], [-4.37, -2.17, 2.45], [4.70, 2.76, -2.25], [6.80, 0.08, -5.14], [-6.20, 1.74, 2.97], [2.47, -3.92, -1.41], [-3.81, -3.12, 2.55], [2.96, 0.87, -2.00], [1.00, 0.27, -0.18], [-0.49, 3.69, 0.55], [-6.57, -1.21, 1.42], [-4.51, -1.70, 3.44], [7.28, -0.36, 3.07], [6.00, -0.14, 0.52], [-0.93, 2.68, 0.48], [1.43, -1.06, -0.10], [-5.79, -0.26, 0.47], [-0.59, 2.07, -0.94], [3.85, -0.50, -3.35], [7.80, -1.12, -0.26], [7.93, -0.86, 1.84], [-2.41, -0.08, -2.30], [0.28, -4.70, -1.02], [2.07, 1.45, 0.64], [-5.70, 1.22, 0.94], [-3.27, 0.90, -1.67], [-1.04, -2.48, -1.89], [-2.65, 3.90, 1.00], [-0.49, 2.05, 1.26], [-3.16, -1.50, -2.31], [-4.78, -0.65, 0.24], [4.37, 0.81, 1.61], [5.04, -1.82, -4.89], [-1.31, -0.37, -4.09], [-0.18, 0.62, -0.87], [6.64, 2.23, -3.90], [-6.33, -0.26, -0.49], [5.94, 0.26, 2.93], [3.77, 0.65, -2.69], [7.82, -0.45, 4.15], [7.34, -0.76, 0.65], [-4.96, 0.44, 2.89], [5.47, 0.62, 3.84], [-3.98, 2.51, 3.75], [-0.90, -0.39, -1.45], [2.36, 2.41, -0.28], [8.91, -1.31, 1.96], [5.99, 0.29, -4.45], [-2.93, 0.93, 1.66], [-4.96, 1.73, 0.31], [-6.66, 1.74, 0.80], [2.62, -4.26, 0.96], [-5.61, -3.08, 0.90], [-3.05, 2.62, -0.17], [0.67, -2.04, -0.75], [1.29, -3.79, -0.64], [-2.47, 2.84, 0.72], [-1.38, 2.29, -1.66], [-3.53, -1.68, -3.19], [-4.50, 3.46, 2.37], [-5.74, -2.48, 1.81], [3.11, -1.28, -3.24], [1.63, -4.05, 0.88], [5.35, 0.36, 1.74], [5.91, 1.44, -3.79], [-2.02, 0.24, -3.83], [-4.18, 2.45, 2.66], [5.44, -0.05, -0.57], [-2.06, 2.10, 2.71], [-5.29, 1.39, 2.44], [-6.98, -0.70, 2.31], [-3.74, -1.48, 1.86], [0.30, 2.62, -1.29], [-7.44, -1.59, 0.87], [-6.32, -3.04, 2.56], [-0.48, -1.68, -1.40], [-2.87, 1.99, 1.97], [4.97, -0.77, -4.29], [2.35, -1.30, 0.43]], "gap_ev": 7.13, "homo_energy_ev": -12.0, "lumo_energy_ev": -4.9, "charge": 1}


[5]
{"formula": "C4H5NO2", "method": "wB97M-V/def2-TZVPD", "symbols": ["O", "C", "H", "O", "C", "C", "H", "H", "H", "C", "H", "N"], "xyz": [[0.38, -0.33, 2.93], [-0.12, 0.20, -1.31], [0.27, -0.42, -2.12], [0.84, 2.78, -0.48], [0.63, 1.67, -0.11], [0.39, 0.77, 0.89], [-0.91, -1.02, 0.32], [-1.24, 0.47, -1.58], [0.66, -1.17, -0.06], [0.55, 0.70, 2.31], [1.08, 1.69, 2.78], [-0.10, -0.39, 0.09]], "spin_multiplicity": 3, "gap_ev": [4.86, 4.80], "homo_energy_ev": [-4.9, -8.2], "lumo_energy_ev": [0.0, -3.4], "de_lowest_kj_mol": 366.67}


[6]
{"formula": "C34H49BCl63FO5P", "method": "wB97M-V/def2-TZVPD", "symbols": ["H", "Cl", "Cl", "C", "C", "H", "Cl", "H", "H", "C", "C", "H", "C", "P", "Cl", "H", "Cl", "H", "Cl", "H", "H", "C", "H", "Cl", "C", "C", "Cl", "B", "H", "Cl", "Cl", "H", "H", "H", "H", "H", "Cl", "H", "Cl", "Cl", "C", "Cl", "C", "H", "Cl", "Cl", "H", "Cl", "Cl", "Cl", "H", "C", "Cl", "C", "Cl", "O", "H", "H", "H", "Cl", "Cl", "C", "Cl", "H", "Cl", "Cl", "Cl", "Cl", "C", "H", "H", "H", "C", "Cl", "C", "H", "Cl", "Cl", "O", "C", "Cl", "C", "Cl", "H", "C", "Cl", "Cl", "H", "Cl", "Cl", "H", "H", "Cl", "C", "C", "C", "C", "H", "H", "Cl", "Cl", "H", "C", "Cl", "C", "H", "Cl", "C", "O", "H", "Cl", "C", "C", "Cl", "C", "O", "H", "Cl", "Cl", "C", "H", "Cl", "Cl", "Cl", "Cl", "H", "C", "Cl", "O", "Cl", "Cl", "C", "Cl", "H", "Cl", "H", "C", "Cl", "H", "F", "Cl", "H", "H", "Cl", "H", "Cl", "H", "C", "Cl", "Cl", "Cl", "H", "H", "Cl"], "xyz": [[-1.37, -0.99, 2.03], [6.03, -9.86, -6.30], [-3.51, -3.33, 4.04], [1.72, 11.36, 3.96], [3.96, 0.94, -0.68], [4.04, 4.64, 1.66], [-8.07, -8.39, -0.26], [6.88, 4.90, 3.72], [-4.64, 4.57, 7.49], [0.35, -9.98, -2.76], [6.59, -4.21, -4.81], [5.00, 2.71, -1.19], [-2.78, -3.99, 5.51], [2.70, 3.35, 6.81], [-9.92, -0.55, -8.76], [0.98, 7.01, 6.90], [-0.21, 5.38, 5.77], [3.14, 7.42, 1.18], [-3.22, -5.14, -5.43], [-8.91, -1.86, -7.11], [-2.82, -3.91, -3.48], [-3.37, 2.57, 2.82], [3.71, 6.17, 0.07], [-7.90, -2.01, -3.82], [-8.64, 3.56, 0.76], [-3.18, -3.66, -4.47], [3.34, 10.90, 3.45], [5.34, 3.23, 3.87], [4.54, 0.29, -1.33], [8.61, 7.36, 4.30], [-6.27, 5.17, 5.93], [-8.91, -0.08, -2.97], [3.93, 1.73, 5.58], [-0.17, 1.02, -8.56], [-3.15, 2.85, 3.84], [6.23, 4.44, 2.15], [-10.11, -0.28, -5.88], [1.44, -4.15, -12.66], [1.78, 12.47, 5.33], [0.52, -11.19, -1.49], [-11.59, -9.77, -0.40], [1.18, 2.19, -7.07], [-6.43, -9.02, -0.45], [4.07, -0.46, 0.97], [1.68, -8.82, -2.70], [0.51, -2.00, 1.07], [-10.75, -9.10, -0.25], [-0.01, -0.45, -6.75], [-1.26, 7.68, 7.22], [-5.16, 2.54, 6.43], [1.75, 6.22, 2.28], [3.32, 0.18, 0.49], [-9.09, 2.64, 2.20], [4.04, 2.83, 5.72], [-8.13, -3.77, 1.54], [2.70, 2.49, 8.16], [4.54, 1.22, 3.49], [1.21, 10.46, 4.28], [6.59, -8.88, -4.25], [-1.21, 0.02, -0.08], [5.37, -7.21, -5.32], [-2.03, -5.71, 0.19], [2.36, -2.78, -14.32], [6.62, -5.29, -4.72], [-7.54, 0.03, -7.20], [7.41, 9.34, 2.56], [-8.14, 2.47, -0.54], [-7.36, 4.71, 1.12], [-9.09, -0.80, -7.23], [0.39, -10.49, -3.71], [6.63, 1.26, -0.09], [1.96, 1.91, 8.17], [4.98, 5.79, 3.20], [-4.80, -2.97, -4.32], [5.71, -8.88, -4.87], [2.94, 0.88, 1.22], [2.56, -3.84, -7.80], [-0.51, -6.42, -0.35], [4.01, 3.61, 4.60], [6.05, 1.99, 0.50], [-11.00, -11.43, -0.32], [-4.85, 4.28, 6.47], [0.42, 8.06, 4.88], [1.60, 2.63, 5.15], [4.90, 2.04, 2.85], [8.25, -3.61, -4.92], [0.80, 12.06, 2.62], [4.91, 7.10, 0.95], [8.25, 6.78, 1.48], [-0.22, -4.39, -7.30], [4.02, 2.41, 2.31], [2.52, -0.49, 0.17], [-7.58, -4.53, -1.21], [0.93, -3.72, -8.45], [-0.54, -0.63, 1.42], [8.58, 8.03, 2.67], [5.49, 3.04, 6.19], [4.07, 2.88, 0.27], [-2.58, -6.46, 0.75], [0.31, 0.61, 2.33], [-3.45, 4.68, 5.49], [-7.36, -5.82, 0.72], [2.43, 5.52, 2.78], [-1.75, -4.34, 1.25], [3.85, 5.59, 2.15], [5.58, 4.12, 6.35], [-12.28, -9.42, -1.99], [3.91, 6.66, 1.03], [1.35, 2.88, 6.04], [5.54, 6.68, 2.89], [4.38, -9.55, -3.93], [-8.04, -0.67, -2.68], [5.96, 4.60, 3.20], [-2.07, -2.50, -5.19], [1.13, -3.85, -13.65], [6.19, 2.78, 5.05], [4.59, 6.01, 4.20], [-5.43, -4.51, 0.75], [-1.20, -9.15, -2.64], [5.98, 1.42, 1.93], [5.87, 0.34, 1.94], [-8.30, -1.31, -1.07], [-4.79, 3.47, 2.30], [-6.10, -10.23, 0.78], [-3.03, -5.23, -1.18], [-3.58, -4.29, 6.17], [4.73, 2.19, -0.26], [-12.76, -9.46, 0.87], [2.65, 4.78, 7.04], [-1.81, -5.42, 5.14], [5.69, -3.84, -6.29], [0.63, 0.74, -7.89], [5.78, -3.58, -3.39], [6.64, 2.90, 0.47], [1.92, 0.03, -8.87], [3.13, 1.30, -1.30], [-7.15, -4.79, 0.48], [-1.98, 2.94, 1.83], [2.43, 5.71, 3.85], [5.87, 2.35, 7.14], [-5.24, -7.73, -0.40], [9.56, 8.44, 2.46], [2.02, 4.52, 2.64], [0.83, -4.57, -10.01], [-6.37, -9.50, -1.42], [-6.62, 0.37, -2.74], [-9.51, 4.11, 0.42], [0.09, 7.02, 6.27], [-0.41, -3.00, -13.50], [-1.81, -2.77, 6.33], [0.96, -5.30, -14.64], [6.95, 1.63, 2.40], [0.69, -2.68, -8.62], [-3.72, 0.83, 2.80]], "gap_ev": 6.02, "homo_energy_ev": -5.1, "lumo_energy_ev": 1.0, "charge": -1}


[7]
{"formula": "C40H32Cl4F2N2O29S2", "method": "wB97M-V/def2-TZVPD", "symbols": ["C", "O", "C", "O", "C", "F", "H", "O", "C", "H", "C", "C", "H", "C", "C", "C", "O", "H", "O", "O", "O", "H", "O", "H", "H", "H", "S", "C", "Cl", "O", "C", "H", "O", "H", "C", "O", "H", "C", "C", "Cl", "H", "O", "O", "C", "Cl", "H", "H", "H", "C", "N", "O", "H", "C", "H", "O", "O", "Cl", "H", "F", "O", "C", "C", "C", "N", "H", "O", "C", "H", "C", "C", "H", "C", "O", "O", "H", "O", "H", "H", "H", "C", "H", "H", "O", "C", "O", "O", "O", "C", "C", "O", "H", "H", "O", "H", "C", "S", "C", "C", "C", "C", "C", "H", "C", "H", "C", "C", "C", "O", "C", "O", "C"], "xyz": [[5.04, 3.23, -1.43], [0.81, 5.26, 3.57], [5.14, 4.56, -1.17], [-7.35, 4.59, 1.77], [-1.90, 3.83, 0.91], [0.27, -0.86, 0.35], [0.15, 3.75, 4.64], [-0.48, -4.18, 0.96], [0.38, -7.45, 0.11], [0.68, 6.29, 1.11], [2.13, -3.51, -1.45], [-3.36, -2.84, 0.64], [2.86, -2.25, 2.85], [2.69, 4.95, -1.19], [3.48, -0.78, 2.16], [0.03, 4.95, 2.70], [-0.12, 1.46, 0.58], [-2.80, -3.22, -3.18], [1.39, 3.01, -1.48], [-4.46, 0.46, 0.29], [-1.64, -0.17, 1.59], [-1.54, -4.39, -2.87], [4.36, 2.48, 1.14], [-1.42, -6.26, -0.42], [-5.51, 0.63, 2.76], [-7.54, 3.62, 3.32], [-0.83, 0.24, 0.46], [2.23, -6.48, 1.59], [-3.14, 2.37, -5.37], [0.14, -8.49, -0.69], [-0.97, 5.04, 0.53], [-4.09, -3.44, 1.16], [0.17, 0.81, -2.51], [2.56, -0.38, -1.63], [2.24, -0.43, 2.98], [3.48, 1.39, -1.55], [4.59, -1.03, -1.78], [3.84, 1.48, 1.65], [-5.63, 1.46, 2.09], [-4.93, 1.60, -7.34], [6.25, 6.02, -0.98], [5.08, -5.43, -0.48], [6.38, 5.07, -1.11], [4.31, -4.43, -0.89], [-5.93, 3.34, -5.29], [2.51, -5.58, -1.09], [-6.23, 4.46, -0.60], [0.90, -3.80, 2.24], [-5.12, 1.39, 0.78], [-1.70, 0.03, -0.86], [1.66, -4.40, 2.46], [-1.13, -2.74, -3.29], [0.06, -5.25, 0.86], [1.41, 2.03, -1.61], [-1.97, 2.01, -2.38], [3.69, -2.06, 2.28], [-5.41, 0.66, -4.69], [3.16, 3.63, 2.13], [-1.99, -0.21, -3.21], [1.91, -1.11, -1.72], [3.74, 2.61, -1.44], [1.40, -5.43, 1.66], [4.92, -3.12, -1.05], [-1.83, -2.95, -1.38], [-1.91, 4.96, -1.10], [-2.65, 3.45, 0.04], [-6.10, 3.64, 0.10], [3.09, -6.48, 2.23], [1.79, -7.58, 0.80], [2.55, 3.61, -1.28], [-2.20, 2.22, 2.39], [-1.72, 3.16, 2.16], [-4.92, 2.34, -1.36], [6.15, -3.01, -0.86], [1.23, 1.25, 3.88], [-3.62, -4.41, -1.15], [5.93, 2.63, -1.48], [-3.83, -1.88, 0.35], [-1.92, -1.89, -1.33], [-3.09, -3.55, -0.60], [1.81, 5.57, -1.18], [0.88, -9.10, -0.43], [-0.56, 3.21, 4.24], [-4.83, 2.03, -5.68], [1.67, -1.39, 3.46], [2.48, 3.15, 2.70], [-1.16, 5.44, -0.75], [-0.43, -6.37, 0.08], [-0.79, 3.68, 2.99], [4.26, 6.66, -0.79], [5.94, -5.03, -0.21], [-4.44, 1.54, -1.23], [0.92, -3.62, -1.69], [-0.99, -3.23, -0.91], [-5.46, 2.54, -0.19], [-1.27, 0.79, -2.25], [4.24, 0.12, 1.50], [1.94, 0.92, 3.18], [4.12, -1.96, -1.40], [-6.29, 2.61, 2.39], [-1.81, -3.37, -2.74], [5.13, -0.15, 0.87], [2.81, -2.13, -1.54], [-2.43, -2.64, 1.18], [4.00, 5.50, -0.97], [-6.57, 3.71, 1.42], [-0.09, 5.59, 1.35], [-6.95, 2.84, 3.50], [2.69, 1.82, 2.52], [2.38, -8.61, 0.67], [2.99, -4.62, -1.11]], "gap_ev": 7.15, "homo_energy_ev": -9.2, "lumo_energy_ev": -2.1, "de_lowest_kj_mol": 0.00}


[8]
{"formula": "C23H15AuF10N3O6S2", "method": "wB97M-V/def2-TZVPD", "symbols": ["C", "F", "O", "H", "C", "F", "H", "C", "C", "H", "C", "N", "C", "F", "C", "C", "C", "F", "C", "C", "H", "C", "C", "H", "O", "C", "H", "F", "F", "C", "S", "F", "S", "N", "C", "H", "F", "Au", "N", "F", "C", "C", "C", "C", "O", "H", "H", "H", "C", "H", "O", "H", "O", "C", "O", "F", "C", "H", "H", "H"], "xyz": [[-3.86, 0.76, 1.92], [-4.85, -0.09, 1.64], [-1.34, 1.85, -3.99], [0.17, 3.32, 0.85], [0.36, -1.99, 1.80], [-0.90, -2.88, -0.01], [4.12, 1.77, -1.45], [-4.09, 1.80, 2.79], [-3.36, -0.96, -3.94], [1.20, 2.36, 1.90], [-1.04, -1.56, -3.76], [-0.32, 1.28, 0.91], [-2.63, -3.11, -4.70], [1.29, -1.27, 3.92], [-1.27, -3.82, 2.04], [-1.80, 2.47, 2.47], [2.08, -0.30, 1.63], [-3.19, 3.64, 3.94], [3.22, 1.16, -1.64], [-1.04, -3.94, 3.40], [2.42, 3.13, 0.05], [-1.33, -2.79, -4.33], [-1.53, 1.45, 1.53], [2.65, 1.59, -2.46], [-3.23, 1.41, -2.49], [3.01, 0.41, 0.65], [2.72, -0.95, 2.23], [-2.14, -4.64, 1.45], [-1.67, -4.86, 4.14], [-3.03, 2.65, 3.06], [-1.90, 1.05, -2.94], [-5.28, 1.98, 3.37], [0.67, -1.32, -3.27], [1.06, -1.12, 0.99], [-0.60, -2.89, 1.28], [-4.14, -0.24, -3.77], [-2.53, -0.48, 0.51], [0.04, -0.15, -0.43], [2.37, 1.07, -0.46], [0.09, -3.11, 5.28], [-2.63, 0.59, 1.32], [-0.14, -3.06, 3.97], [-2.06, -0.63, -3.56], [1.70, 2.33, -0.20], [-0.98, 1.00, -1.75], [-0.52, -3.50, -4.46], [-2.83, -4.08, -5.14], [1.19, 2.62, -1.13], [-3.64, -2.20, -4.51], [1.64, 0.43, 2.32], [0.60, -1.58, -1.78], [3.64, 1.11, 1.23], [1.05, 0.02, -3.58], [0.51, -2.11, 3.20], [1.41, -2.40, -3.87], [-0.83, 3.31, 2.90], [0.67, 2.35, 0.94], [3.69, -0.34, 0.22], [-4.66, -2.43, -4.80], [3.53, 0.16, -1.94]], "gap_ev": 7.38, "homo_energy_ev": -5.6, "lumo_energy_ev": 1.8, "de_lowest_kj_mol": 0.00, "charge": -1}